Here is a molecular structure, C38H28Cl2N7NaO2Se from the Open Molecules 2025 dataset. Energies are from the ωB97M-V functional and the def2-TZVPD basis.

Geometry as ORCA input:
```
! wB97M-V def2-TZVPD RIJCOSX def2/J DEFGRID3
* xyz -2 1
H -2.492 2.012 6.289
N 0.029 -2.988 -0.531
C 2.659 3.014 -0.037
C 5.126 0.754 2.420
C -0.874 1.658 4.920
C -2.922 0.431 4.889
C -0.434 0.875 3.852
C 2.260 -1.936 -0.755
O 3.068 -1.619 -1.665
C -4.861 -1.138 0.866
C -2.934 0.840 0.655
C -3.518 -1.452 0.660
C -2.400 -0.302 3.835
H 0.969 -5.795 -3.014
C -2.570 -1.962 -4.112
C -2.185 3.251 1.099
H -2.989 -1.076 3.349
C -1.896 1.919 0.669
C -1.194 4.179 1.166
C -4.289 1.185 0.757
C 1.823 0.186 -4.315
C 0.431 -1.174 -5.934
C 3.800 0.847 2.810
C 4.493 -0.788 0.702
H 1.164 -1.151 -6.722
H 4.765 -1.411 -0.139
N -1.181 -0.101 3.333
H 3.649 2.694 -0.341
N 1.454 0.124 2.600
H -3.056 -1.180 -3.531
H -1.311 -5.717 -1.973
H 1.756 1.127 -0.493
H -3.925 0.234 5.248
H -3.216 -2.290 -4.927
Se -0.732 -0.071 -2.219
C 0.949 1.157 3.265
H 2.597 -3.967 -2.443
C 2.463 4.323 0.462
H -3.268 -2.515 0.579
Na 0.006 -0.628 0.985
C 0.125 3.835 0.791
C 1.237 -3.013 -1.102
N -1.335 -1.444 -4.663
H -1.820 -3.865 -0.386
N 2.164 -1.530 0.490
H -0.217 2.433 5.290
H 2.471 0.295 -5.186
C -5.258 0.199 0.891
H -1.322 -2.301 -6.650
Cl 6.328 1.705 3.274
O 1.421 2.293 3.486
C -0.792 -1.740 -5.900
C -2.478 -0.499 0.576
H 3.530 1.513 3.616
C -2.129 1.425 5.452
H -5.604 -1.922 1.011
H -1.401 5.191 1.504
H 3.307 4.998 0.539
C 3.148 -0.728 1.081
N 0.631 -0.546 -4.720
N -0.679 1.591 0.292
H -2.369 -2.793 -3.435
H -6.303 0.466 1.003
C 1.617 2.134 -0.111
H -3.193 3.514 1.392
C 2.783 0.121 2.173
C 1.219 4.727 0.856
C -0.561 -4.970 -1.741
C 0.701 -5.003 -2.323
C 5.477 -0.067 1.360
C 1.607 -4.008 -2.007
Cl 7.139 -0.207 0.818
H 1.528 1.167 -3.941
H -4.614 2.222 0.714
H 2.343 -0.335 -3.512
C 0.325 2.515 0.333
C -0.459 -0.708 -3.913
C -0.842 -3.941 -0.854
H 1.059 5.729 1.243
*
```

Values from the calculation:
lowest unoccupied orbital energy = 3.84 eV
HOMO energy = -1.1707 eV
gap between HOMO and LUMO = 5.0 eV
relative energy (zero: lowest compared OMol25 entry of this formula, charge and spin) = 0.000 eV
molecular weight = 787.5 Da

Mulliken population analysis, charges in e, atoms 1 to 6:
1. H 0.387
2. N 0.302
3. C -0.591
4. C 0.031
5. C -0.716
6. C -0.808